Here is a cluster of 10 separate species, C40H110N10O10 in total at a distorted geometry from the Open Molecules 2025 dataset. Energies are from wB97M-V/def2-TZVPD.

## Properties
Total charge: 0
DFT total energy in eV: -78631.149
Energy relative to the best compared isomer or geometry (same formula, charge and spin) in kJ/mol: 445.6
Orbital gap in hartree: 0.335
SMILES string: COC[C@H](C)N.COC[C@H](C)N.COC[C@H](C)N.COC[C@H](C)N.COC[C@H](C)N.COC[C@H](C)N.COC[C@H](C)N.COC[C@H](C)N.COC[C@H](C)N.COC[C@H](C)N
LUMO in eV: 0.48

Each line ends with the Mulliken charge.
Cartesian coordinates (Å):
C (-3.11754, 4.83971, -1.83949)  -1.21
C (-2.63707, 3.39319, -1.77914)  2.51
C (-3.73005, 2.30804, -1.73103)  -1.44
O (-3.90855, 1.78620, -0.42898)  -0.05
C (-4.59299, 2.56712, 0.51858)  -0.51
N (-1.87994, 3.16290, -3.02360)  -0.81
H (-3.65667, 5.04754, -0.90473)  0.35
H (-3.73620, 5.28448, -2.61788)  0.41
H (-2.22189, 5.46574, -1.76714)  -0.09
H (-1.97093, 3.30022, -0.91392)  -0.52
H (-3.43249, 1.47183, -2.35923)  0.58
H (-4.68479, 2.71043, -2.09339)  0.30
H (-4.88397, 1.91200, 1.33638)  0.19
H (-5.52078, 2.97658, 0.09748)  0.40
H (-3.97462, 3.40941, 0.83308)  -0.02
H (-1.13437, 2.51084, -2.78634)  -0.10
H (-1.34816, 3.98252, -3.33895)  0.39
C (-1.74568, 4.79963, 1.83174)  0.24
C (-1.65179, 6.25817, 2.24959)  0.41
C (-0.82217, 6.98091, 1.19974)  -0.14
O (-0.57599, 8.35764, 1.44354)  -0.51
C (0.30013, 8.55373, 2.51857)  -0.68
N (-2.98423, 6.83787, 2.52446)  -0.74
H (-0.80834, 4.24785, 1.81809)  -0.60
H (-2.14328, 4.72302, 0.81308)  -0.89
H (-2.48581, 4.34132, 2.49075)  0.69
H (-1.07333, 6.12324, 3.18002)  0.43
H (-1.42367, 6.92535, 0.28625)  -0.04
H (0.11840, 6.47786, 0.95588)  0.15
H (0.03504, 8.14810, 3.50353)  0.28
H (0.56676, 9.60556, 2.57202)  0.33
H (1.23239, 7.98456, 2.34722)  0.24
H (-2.80472, 7.84026, 2.57835)  0.33
H (-3.13753, 6.49656, 3.46917)  0.32
C (0.97087, 2.25510, -1.10595)  -1.06
C (0.88335, 0.78904, -1.43889)  0.75
C (0.84985, -0.18088, -0.26817)  -0.25
O (1.31537, -1.46945, -0.62603)  -0.35
C (0.87972, -2.47169, 0.23785)  1.81
N (-0.14209, 0.52651, -2.48011)  -0.64
H (0.41092, 2.50390, -0.19271)  -0.26
H (0.59185, 2.88465, -1.90580)  0.22
H (1.95907, 2.63953, -0.83850)  0.48
H (1.79474, 0.43914, -1.95056)  0.38
H (-0.22163, -0.28717, -0.02147)  0.21
H (1.39575, 0.16971, 0.61610)  0.04
H (1.15201, -2.27518, 1.29149)  -0.94
H (1.39271, -3.37620, -0.09649)  -0.71
H (-0.20549, -2.63787, 0.28282)  -0.19
H (0.01560, -0.42507, -2.79777)  0.06
H (-1.00935, 0.47691, -1.93670)  -0.31
C (3.98501, -1.41648, -5.29875)  -1.67
C (2.87826, -2.43181, -5.43169)  0.94
C (1.67579, -2.13182, -4.52515)  -0.47
O (0.80349, -3.23183, -4.48918)  -0.29
C (-0.37236, -2.99272, -3.76355)  -0.88
N (2.46356, -2.44155, -6.85143)  -0.84
H (3.66769, -0.38764, -5.49879)  0.35
H (4.76052, -1.66153, -6.02317)  0.39
H (4.43115, -1.35667, -4.30273)  0.35
H (3.27387, -3.42097, -5.19600)  0.48
H (1.17044, -1.24300, -4.93333)  0.51
H (2.02072, -1.83186, -3.52422)  -0.02
H (-0.83406, -3.93401, -3.46948)  0.41
H (-1.08999, -2.32501, -4.25591)  0.38
H (-0.15868, -2.49933, -2.80266)  0.10
H (2.01151, -1.54290, -7.00954)  0.31
H (1.71609, -3.12303, -6.95886)  0.33
C (2.16667, 7.13928, -1.37369)  -1.28
C (1.46693, 5.95169, -2.06810)  1.64
C (0.33595, 6.52160, -2.92700)  -1.42
O (-0.22683, 5.46867, -3.71317)  -0.44
C (-0.99826, 6.00123, -4.78261)  -0.97
N (2.46948, 5.37234, -2.97982)  -0.59
H (2.34179, 7.94293, -2.08804)  0.40
H (3.02297, 6.79780, -0.80279)  0.35
H (1.44432, 7.64548, -0.71321)  0.25
H (1.16336, 5.15062, -1.39535)  -0.54
H (0.79266, 7.27565, -3.57802)  0.59
H (-0.45081, 7.04860, -2.38082)  0.42
H (-1.87359, 6.49461, -4.32987)  0.34
H (-1.50543, 5.20748, -5.32762)  0.33
H (-0.47700, 6.75643, -5.36796)  0.37
H (3.02401, 4.62534, -2.61025)  0.24
H (2.11698, 5.31960, -3.91906)  0.21
C (-1.56391, -1.44426, 3.47731)  -1.44
C (-2.02991, -2.87422, 3.68876)  0.32
C (-2.45344, -3.22384, 5.16850)  -0.94
O (-1.66359, -2.70092, 6.20175)  -0.40
C (-0.50411, -3.48027, 6.40699)  -0.51
N (-3.13362, -3.10328, 2.78009)  -0.43
H (-2.35857, -0.75197, 3.78762)  0.47
H (-1.44112, -1.15081, 2.43055)  0.35
H (-0.64488, -1.15684, 3.98953)  0.32
H (-1.25226, -3.55128, 3.31321)  0.17
H (-2.48618, -4.31942, 5.15723)  0.40
H (-3.43435, -2.77948, 5.33864)  0.34
H (0.03219, -3.29228, 7.33373)  0.32
H (0.10187, -3.49538, 5.50173)  0.05
H (-0.82676, -4.52350, 6.55684)  0.36
H (-3.45380, -4.04819, 2.99656)  0.24
H (-3.88841, -2.43446, 2.90214)  0.30
C (2.70615, -4.08270, 1.35211)  -2.00
C (2.25342, -3.75033, 2.77632)  2.29
C (2.87384, -4.76600, 3.73192)  -1.34
O (2.18146, -4.56112, 4.96862)  -0.18
C (3.03487, -4.62783, 6.10880)  -0.79
N (2.74209, -2.37912, 3.06160)  -0.45
H (2.71742, -3.15026, 0.78333)  0.66
H (2.02130, -4.77105, 0.85403)  0.46
H (3.70180, -4.52237, 1.28638)  0.34
H (1.16661, -3.87386, 2.82132)  -0.83
H (3.93944, -4.58150, 3.88274)  0.50
H (2.72885, -5.79607, 3.39737)  0.35
H (3.24771, -5.68603, 6.30913)  0.32
H (2.49262, -4.29395, 6.99012)  0.20
H (3.97943, -4.12442, 5.90635)  0.32
H (2.19312, -1.87560, 2.36529)  0.19
H (2.42136, -2.06652, 3.97474)  0.33
C (2.10242, 3.99941, 2.19431)  -1.45
C (1.76067, 2.63008, 2.81517)  1.64
C (2.96348, 1.75743, 3.17047)  -0.84
O (3.55381, 1.37606, 1.94002)  -0.18
C (4.64757, 0.49801, 2.00148)  -0.92
N (0.97357, 2.90239, 4.05106)  -0.72
H (1.24313, 4.65689, 2.16386)  -0.01
H (2.50983, 3.84294, 1.19040)  0.28
H (2.97697, 4.38436, 2.72480)  0.51
H (1.12330, 2.06446, 2.13356)  -0.44
H (2.66865, 0.83027, 3.68749)  0.28
H (3.76528, 2.24655, 3.74649)  0.43
H (4.85254, 0.20251, 0.96929)  0.26
H (4.42315, -0.41370, 2.56250)  0.36
H (5.55448, 1.03215, 2.30749)  0.30
H (0.44925, 2.02673, 4.17871)  0.25
H (1.57266, 2.73300, 4.86530)  0.32
C (-3.87779, -1.56279, -1.91580)  -0.67
C (-3.94144, -2.12064, -0.48019)  0.36
C (-5.20833, -2.93851, -0.20406)  -0.95
O (-5.03202, -4.19801, -0.86417)  -0.30
C (-6.22640, -4.91047, -1.04505)  -0.86
N (-2.73552, -2.85174, -0.16775)  0.05
H (-4.76117, -0.96080, -2.12823)  0.47
H (-3.55865, -2.33856, -2.60792)  0.33
H (-3.09879, -0.79574, -1.84984)  -0.53
H (-4.03550, -1.21269, 0.12877)  0.23
H (-6.19422, -2.57704, -0.50952)  0.50
H (-5.24645, -3.04570, 0.88908)  0.22
H (-6.95577, -4.35429, -1.64296)  0.34
H (-6.67258, -5.20577, -0.09071)  0.31
H (-6.05073, -5.83182, -1.60060)  0.25
H (-2.82590, -3.74685, -0.64665)  0.30
H (-2.70309, -3.11025, 0.83369)  0.04
C (0.92192, -4.90114, -2.40681)  -0.61
C (2.38939, -5.39790, -2.56597)  0.37
C (2.55768, -6.84127, -2.11127)  -1.08
O (2.13099, -6.88540, -0.76755)  -0.07
C (1.85402, -8.20420, -0.34074)  -0.93
N (2.81536, -5.23209, -3.94871)  -0.74
H (0.96791, -3.84170, -2.15624)  -0.59
H (0.45827, -5.38544, -1.54318)  0.54
H (0.34567, -5.11416, -3.30348)  0.77
H (3.02585, -4.76333, -1.94608)  0.09
H (3.58498, -7.21506, -2.13427)  0.33
H (1.89433, -7.46069, -2.73255)  0.46
H (2.45902, -8.96017, -0.85061)  0.34
H (0.80968, -8.40762, -0.60194)  0.35
H (1.98535, -8.37109, 0.72661)  0.20
H (2.84896, -4.26445, -4.23104)  0.07
H (2.11893, -5.66156, -4.54904)  0.36

Force components x, y, z for each atom (eV/Å):
C 0.09 0.70 2.01
C -0.07 0.49 -2.14
C 0.00 0.70 0.81
O 0.03 -0.98 0.16
C -0.20 0.33 -0.74
N 0.77 -0.25 0.04
H -0.08 0.13 -0.09
H 0.01 -0.92 -0.53
H -0.01 0.07 -0.12
H -0.27 -0.09 0.24
H 0.02 0.01 0.00
H 0.02 0.00 -0.16
H 0.27 0.08 0.19
H -0.01 0.03 -0.08
H -0.08 -0.03 0.36
H -0.31 -0.36 -0.61
H -0.57 -0.23 0.56
C -1.15 -0.02 -0.86
C 1.48 -1.19 0.46
C -0.92 0.43 -0.46
O -0.54 -0.23 0.37
C 1.53 -0.62 0.10
N 1.34 -0.15 -0.27
H 0.06 0.12 0.42
H -0.11 0.04 0.06
H 0.26 -0.39 -0.01
H 0.07 0.81 0.05
H 0.04 0.29 -0.11
H 0.09 -0.24 0.41
H -0.89 0.37 -0.13
H -0.23 0.04 0.10
H 0.08 0.26 -0.33
H -0.41 -0.02 0.20
H -0.64 0.43 -0.01
C -0.12 0.73 1.13
C 1.83 -1.26 -1.53
C -1.43 0.08 0.49
O 0.05 0.75 -0.71
C -0.98 -0.45 0.18
N -0.24 -0.01 1.44
H -0.38 -0.12 -0.18
H 0.02 -0.09 -0.14
H 0.25 -0.50 -0.28
H 0.24 0.66 0.02
H 0.07 0.06 0.44
H 0.09 0.20 -0.09
H -0.28 0.12 -0.74
H -1.10 0.62 -0.09
H -0.10 0.34 -0.60
H -0.12 0.03 -0.10
H -0.26 -0.06 -0.53
C 0.45 0.53 0.32
C -0.71 0.30 -0.54
C 0.52 0.66 -0.03
O -0.30 0.16 -0.48
C -0.71 1.13 0.61
N -0.18 -0.17 0.35
H -0.29 -0.13 -0.22
H 0.05 0.03 0.07
H -0.04 -0.35 0.02
H 0.25 0.62 -0.64
H -0.07 -0.01 -0.03
H -0.11 -0.34 0.24
H -0.30 0.41 -0.58
H 0.13 -0.20 -0.47
H 0.07 0.00 -0.13
H 0.10 -0.02 -0.23
H 0.08 -0.03 -0.05
C -1.94 0.08 0.64
C 1.31 0.59 -0.83
C 0.19 -0.76 -0.07
O 0.47 0.72 -0.61
C -1.49 0.22 1.23
N -0.44 1.12 0.02
H 0.78 -0.40 -0.26
H 0.23 0.28 -0.15
H 0.20 -0.33 0.44
H -0.52 0.32 0.41
H 0.05 -0.05 -0.21
H -0.01 -0.16 0.37
H 0.13 0.41 -0.03
H 0.80 -0.25 -0.38
H 0.27 -0.33 -0.30
H -0.16 -0.37 -0.31
H 0.27 -0.82 -0.04
C -0.31 0.94 0.08
C 0.62 0.73 0.09
C 0.32 0.75 -1.16
O 0.34 0.05 0.37
C -0.54 -1.48 -0.40
N -0.26 -0.93 0.26
H 0.10 -0.08 0.41
H 0.16 -0.66 -0.17
H -0.09 -0.23 0.24
H 0.14 -0.02 0.46
H -0.25 -0.08 0.56
H -0.20 -0.22 -0.17
H 0.00 0.95 -0.20
H 0.51 0.22 0.29
H 0.03 -0.08 -0.17
H -0.56 0.30 -0.40
H -0.03 -0.16 0.22
C 0.78 -0.08 -0.04
C 1.57 -0.96 -0.39
C -0.99 0.70 0.58
O 0.49 0.22 0.55
C -0.47 -1.31 -0.52
N -0.78 -0.66 -0.17
H 0.98 -0.77 0.35
H 0.16 -0.12 0.14
H 0.12 -0.05 0.38
H -0.08 0.20 0.26
H 0.07 0.10 -0.28
H -0.02 -0.02 -0.13
H 0.29 0.00 0.03
H 0.08 0.54 -0.14
H -0.04 0.34 0.34
H 0.61 0.83 0.53
H -0.09 -0.10 0.00
C 1.31 -1.42 -0.42
C -0.03 0.98 0.95
C 0.79 -0.48 -1.24
O -0.49 0.12 -0.57
C 0.23 0.11 -0.68
N -0.21 -1.79 0.48
H 0.08 0.14 0.21
H -0.32 0.05 -0.13
H -0.41 0.54 0.33
H 0.03 -0.02 -0.04
H -0.24 0.26 0.22
H -0.52 0.32 0.35
H -0.15 -0.10 0.03
H 0.19 0.15 0.27
H -0.04 -0.22 0.56
H -0.61 0.51 -0.21
H 0.38 0.87 -0.16
C 0.82 0.50 1.29
C -1.20 1.04 -0.61
C 0.34 -0.91 0.03
O 0.00 -0.02 0.08
C -0.25 -0.29 -0.05
N 0.25 -0.61 0.32
H -0.29 -0.61 -0.48
H -0.48 0.14 -0.38
H 0.26 -0.24 -0.34
H 0.25 -0.20 0.33
H 0.28 0.77 -0.21
H -0.16 -0.47 0.04
H -0.06 0.24 0.16
H -0.12 0.15 0.09
H 0.43 0.05 0.03
H 0.23 0.10 -0.12
H -0.19 0.46 -0.54
C 1.24 -1.01 1.40
C -0.59 0.52 -0.32
C -0.43 0.41 0.06
O 0.28 -0.41 0.89
C -0.60 -0.26 -0.54
N 0.66 -0.96 0.05
H -0.17 -0.30 -0.35
H -0.08 -0.07 -0.02
H 0.39 -0.20 0.28
H 0.12 -0.08 0.10
H 0.03 0.14 -0.51
H 0.17 -0.19 -0.06
H 0.20 0.16 -0.08
H -0.06 -0.28 0.14
H 0.08 0.54 0.10
H -0.32 -0.63 0.82
H 0.06 0.05 -0.08